[1]
{
  "formula": "C4H4",
  "method": "ωB97M-V with the def2-TZVPD basis set",
  "lumo_ev": [-0.08, -0.20],
  "fmax_ev_per_a": 2.99,
  "de_lowest_ev": 6.2245,
  "e_homo_ev": [-8.0, -9.4],
  "gap_ev": [7.88, 9.20],
  "total_charge": 0,
  "elements": ["H", "C", "H", "C", "H", "H", "C", "C"],
  "xyz": [[-2.4176, 0.3336, -0.1737], [-0.3346, 1.4049, 0.3116], [-0.6000, -2.4086, 0.7831], [-1.3250, 0.5919, -0.1937], [1.7737, 0.4021, 0.3434], [1.3176, 1.0388, -1.2409], [0.8926, 0.6135, -0.2683], [-0.2517, -0.2848, -0.4455]],
  "forces_ev_per_angstrom": [[1.387, 0.987, 0.047], [0.182, -1.743, -0.150], [0.127, 0.487, -0.283], [-0.753, -1.146, -0.780], [-0.606, -0.283, 0.306], [-0.932, -0.383, 1.234], [1.324, 1.645, -2.119], [-0.729, 0.436, 1.746]],
  "mulliken_charge": [0.34, -0.26, 0.00, -0.08, 0.23, 0.19, -0.29, -0.12]
}

[2]
{
  "formula": "C4H40N2O15",
  "method": "ωB97M-V with the def2-TZVPD basis set",
  "lumo_ev": 0.09,
  "fmax_ev_per_a": 4.99,
  "de_lowest_ev": 4.7461,
  "e_homo_ev": -9.6,
  "gap_ev": 9.72,
  "total_charge": 0,
  "elements": ["H", "H", "H", "H", "H", "C", "H", "O", "H", "O", "H", "H", "H", "H", "O", "H", "O", "H", "H", "H", "H", "H", "H", "H", "H", "H", "H", "C", "O", "H", "H", "H", "O", "O", "O", "H", "N", "O", "C", "H", "H", "H", "H", "C", "N", "H", "H", "H", "H", "O", "O", "H", "H", "H", "O", "O", "H", "H", "O", "H", "O"],
  "xyz": [[1.8884, 2.0002, -3.4169], [3.8670, 1.0618, 2.5617], [-2.9308, -1.8505, 2.7540], [0.8695, 2.7300, -1.9815], [-1.5173, -2.0793, -2.5864], [0.1313, 0.9343, -0.8482], [-0.3739, 0.6828, -1.8505], [5.0027, 0.5768, 0.9986], [-1.4863, 1.3905, 0.5665], [-0.0372, -0.2657, -4.3390], [1.7123, -2.8821, -0.1000], [1.4545, 2.4298, -0.3528], [-4.0744, 0.0597, -1.2031], [1.0808, 0.3428, -1.1113], [-1.1047, -2.6972, -1.8905], [-4.4434, 2.0446, 0.2319], [0.5708, -2.0120, 3.6453], [-3.6389, 2.2582, 1.5565], [1.3877, 1.0606, 3.6554], [1.1346, -4.4298, -1.1093], [0.3131, 2.3438, -3.6918], [0.6643, -0.3415, 3.7999], [0.2533, 0.5797, -4.6858], [-2.2393, 2.5607, -3.4839], [3.6252, -2.2211, 1.6136], [-1.1642, 1.7326, 2.8619], [3.9508, -1.4979, 2.9023], [-0.6718, 0.5793, 0.3459], [1.4958, -3.6857, -1.6007], [-0.1927, 3.2768, -0.7817], [0.5949, -3.3424, -1.9850], [-1.5463, -2.4381, 0.9744], [-1.4233, 2.7353, -3.1013], [1.7164, -2.4583, 0.7183], [3.0342, 1.5852, 2.6913], [4.7521, -0.3010, 1.2876], [-0.9744, -0.7519, 0.3315], [0.5772, 0.6406, 3.9326], [-1.7365, -1.3802, 1.1175], [-0.8421, -2.0191, -1.1496], [-0.1036, -0.8834, -5.0945], [-1.0020, 3.0254, 3.5894], [-2.9191, 0.5332, -0.3856], [0.5395, 2.3818, -0.9744], [-2.5428, -0.9654, 2.1462], [-1.3512, 2.3645, -2.1443], [1.0692, -2.5952, 4.2016], [3.1683, 2.1049, 1.9446], [1.1031, -1.7006, 0.7115], [4.3531, -1.8031, 2.1064], [-4.0830, 1.6191, 1.0464], [4.9132, 0.7491, 0.1229], [-2.5052, -0.4114, -2.4349], [-2.5186, -0.0841, 2.6256], [-1.3869, 2.7072, 2.6640], [-3.3650, 0.7924, -1.2103], [-1.6154, -0.2477, -3.6739], [-0.0997, 0.7891, 1.3259], [1.1136, 2.1205, -4.0962], [0.8609, -2.3084, 2.7656], [-2.3455, -0.7997, -3.3171]],
  "forces_ev_per_angstrom": [[-2.757, 0.366, -1.958], [-0.933, 0.333, 0.480], [1.342, 3.457, -1.986], [-0.093, -0.891, 0.855], [0.488, -0.893, 0.826], [0.569, -0.055, -4.275], [-0.236, -0.033, 1.591], [0.952, 0.750, 4.191], [0.684, -1.462, -0.934], [-0.182, -1.069, -0.712], [-0.254, -1.114, -3.085], [-0.602, 0.931, 0.080], [1.256, 1.774, -0.379], [-1.159, 0.373, 1.374], [0.536, 2.055, 0.930], [0.695, -0.349, 1.116], [-0.061, -0.286, -0.990], [0.822, 1.585, 0.963], [0.679, 0.104, -0.364], [0.262, -0.461, 0.019], [-2.084, 0.810, 1.496], [0.068, 1.146, 0.207], [0.606, 0.474, -0.107], [-2.444, -0.793, -0.609], [-0.080, 0.119, -0.075], [-0.203, 1.777, -0.716], [-0.467, 0.285, 1.037], [0.519, 3.786, 2.913], [-2.120, 0.404, -0.829], [0.993, -2.000, 0.586], [1.598, -0.210, 0.568], [-1.210, -0.466, 0.452], [3.011, -0.056, 3.193], [0.108, 1.981, 4.088], [1.003, -2.035, 1.742], [-0.135, -1.013, -0.511], [-0.399, -1.842, -0.798], [-1.004, -0.775, 0.092], [0.512, -0.217, 1.062], [-0.710, -1.395, -1.644], [0.067, 0.491, 0.599], [-1.268, -0.418, -2.907], [-0.049, 0.582, -0.072], [0.801, 2.609, 0.154], [-1.193, -4.274, 1.429], [-0.922, 0.841, -2.717], [0.323, -0.410, 0.885], [-0.247, 1.910, -2.124], [0.219, -0.444, -0.598], [0.225, -0.489, -0.919], [-1.501, -0.880, -1.224], [-0.540, 0.193, -3.902], [-0.232, 0.109, -0.484], [0.119, 0.186, -0.246], [1.576, -1.372, 3.779], [-1.378, -2.571, -0.207], [-0.075, -0.506, -0.079], [-0.045, -0.229, -1.312], [4.895, -0.935, -0.220], [-0.177, 0.121, -0.157], [-0.171, 0.392, 0.433]],
  "mulliken_charge": [0.35, 0.34, 0.31, 0.44, 0.53, 0.72, -0.60, -0.66, 0.17, -0.62, 0.43, 0.21, 0.32, 0.04, -0.89, 0.31, -0.64, 0.30, 0.34, 0.34, 0.44, 0.35, 0.32, 0.30, 0.38, 0.22, 0.30, -0.01, -0.78, 0.41, 0.36, 0.44, -0.69, -0.80, -0.61, 0.44, 0.88, -0.63, -0.63, 0.40, 0.27, 0.37, 0.35, -1.81, -0.31, 0.30, 0.28, 0.27, 0.26, -0.75, -0.61, 0.27, 0.32, 0.15, -0.65, -0.78, 0.49, -0.09, -0.67, 0.34, -0.82]
}

[3]
{
  "formula": "C4H41O17",
  "method": "ωB97M-V with the def2-TZVPD basis set",
  "lumo_ev": 2.48,
  "fmax_ev_per_a": 2.27,
  "de_lowest_ev": 3.4056,
  "e_homo_ev": -7.7,
  "gap_ev": 10.19,
  "total_charge": -1,
  "elements": ["H", "H", "H", "H", "H", "O", "H", "O", "O", "O", "C", "H", "O", "O", "H", "H", "O", "H", "H", "H", "O", "H", "H", "H", "H", "H", "C", "H", "H", "H", "H", "H", "H", "H", "H", "O", "C", "H", "H", "O", "H", "H", "H", "H", "H", "H", "O", "H", "H", "O", "H", "H", "H", "H", "C", "O", "O", "O", "H", "O", "H", "O"],
  "xyz": [[2.5972, 0.7324, 2.3166], [-4.4119, -0.5477, -0.2648], [-1.8854, -1.0479, -3.0366], [0.4623, 0.0103, -1.0227], [-2.3121, 2.4831, 0.9424], [-2.1097, -2.5914, 0.9491], [1.4446, -1.9499, 2.8987], [2.2035, 1.1236, 3.1380], [-0.8505, 1.5168, -3.4858], [-1.3143, -0.6704, 3.6487], [1.1883, 2.1315, 2.9168], [1.4933, -0.3907, -3.5387], [2.1949, -2.8620, 0.9415], [-0.1080, -4.1245, 0.3590], [-0.4600, 2.8077, 1.7988], [3.0245, -0.3239, 0.1155], [2.0040, 0.2022, -2.9833], [-1.8489, 2.4352, -2.7918], [1.7021, 1.4491, 0.3755], [2.9238, -3.4594, 0.8030], [-4.1147, 0.8582, -2.1399], [4.3756, 0.0066, 1.1330], [-1.0681, 0.4484, -0.4918], [-3.4655, -0.8363, -1.4918], [-1.1009, 0.6016, -3.8034], [-0.5662, -1.7153, -3.0659], [0.1134, 1.8361, 1.8746], [-2.7165, 1.9184, 2.2616], [0.4423, -3.3681, 0.6454], [2.3142, -2.0735, 0.2401], [-1.7875, -1.8988, 1.4951], [3.2055, -1.4786, -1.2928], [1.9723, -0.3180, -2.0854], [-4.4187, 1.2531, -1.2944], [2.4127, 2.1179, -1.9680], [1.1104, -1.3140, 3.5362], [-0.0629, 0.2884, -0.1142], [0.4297, 2.3618, -0.1374], [0.1588, -3.0484, -1.3617], [-2.9213, 2.6315, 1.6632], [-2.6455, -2.1108, 0.2762], [3.1612, 2.1264, -0.5395], [-3.6379, 1.6635, -2.4984], [-1.0631, -4.0439, 0.5727], [-1.0341, -0.7122, 4.5924], [1.8483, 2.8958, 2.5824], [0.5691, -2.6214, -2.1508], [0.6406, 2.1764, 3.8453], [-0.1051, -0.4777, 0.6591], [-1.1076, -1.0438, -3.5942], [0.0698, 1.3556, -3.1659], [-2.0501, 3.1063, -1.4882], [1.2990, -2.1996, -1.6176], [-0.5745, 1.0432, 2.2237], [0.6108, 1.5016, 0.4865], [-3.7794, -1.1576, -0.6423], [2.4111, -1.1270, -0.9050], [-2.5217, 3.0192, -2.3221], [1.6254, -0.4855, 3.3548], [3.0629, 2.5356, -1.3978], [-0.5018, -0.8796, 3.1152], [3.4722, 0.2405, 0.9313]],
  "forces_ev_per_angstrom": [[-0.120, 0.765, -0.155], [0.079, 0.147, -0.309], [-0.594, 0.247, -0.059], [0.021, -0.526, 0.359], [0.200, -0.032, -0.289], [-1.161, -0.302, -1.061], [0.290, -0.390, -0.296], [-0.442, -1.216, 0.261], [1.030, -0.872, -0.491], [-0.402, 0.245, 0.201], [0.500, -2.060, -0.808], [-0.110, -0.001, -0.440], [-0.130, 1.684, -0.404], [-0.115, -0.794, -0.643], [0.384, -1.041, 0.401], [0.885, 0.599, 1.068], [-0.643, -0.265, 0.789], [-0.312, 0.361, -0.194], [-0.482, -0.519, 0.680], [0.199, -0.346, -0.057], [-0.032, 1.629, -0.044], [0.179, -0.324, -0.248], [-0.524, 0.367, 0.393], [-0.607, 0.748, 0.141], [0.436, 0.866, 0.535], [0.333, 0.677, -0.610], [-0.198, 0.837, 0.171], [0.102, -0.438, 0.477], [-0.561, -0.554, 0.330], [-0.247, -1.413, 0.990], [0.439, 0.814, 1.078], [0.661, -0.186, -0.504], [0.645, 0.876, -1.070], [0.181, -0.415, -0.690], [0.052, -0.675, 0.376], [0.722, 0.184, -0.315], [0.149, 0.154, -0.377], [-0.308, 0.461, -0.517], [-0.365, -0.507, -0.685], [-0.573, 0.362, -0.208], [0.068, -0.323, 0.450], [-0.278, -0.649, -0.082], [-0.310, -0.776, 0.424], [1.206, 0.834, 0.090], [-0.015, -0.131, -1.391], [-0.465, 1.863, 0.160], [0.098, -0.185, 1.439], [0.398, 0.894, 0.552], [0.176, -0.508, -0.395], [0.176, -1.506, 0.594], [-0.668, 0.193, -0.232], [-0.312, 0.295, 0.289], [-0.208, 0.320, -0.923], [0.342, 0.489, 0.073], [0.241, 0.544, -0.749], [0.390, -1.406, 0.547], [0.111, -0.073, 0.749], [0.497, -0.077, -0.029], [-0.330, -0.214, 0.400], [0.592, 1.276, -0.445], [-0.403, 0.036, 1.432], [-0.865, -0.046, -0.728]],
  "mulliken_charge": [0.38, 0.23, 0.32, -0.90, 0.25, -0.66, 0.30, -0.69, -0.72, -0.66, -1.08, 0.36, -0.67, -0.78, 0.47, 0.39, -0.77, 0.52, -1.56, 0.22, -0.74, 0.20, 0.28, 0.33, 0.44, 0.37, -0.07, 0.36, 0.35, 0.55, 0.30, 0.15, 0.16, 0.29, 0.37, -0.83, 1.53, 0.55, 0.52, -0.67, 0.41, 0.34, 0.39, 0.37, 0.30, 0.43, -0.82, 0.38, -0.37, -0.72, 0.31, 0.32, 0.40, -0.04, 1.23, -0.65, -1.27, -0.83, 0.47, -0.71, 0.36, -0.69]
}